1.
Molecular formula: C31H28CoN7O4S3
Method: DFT, ωB97M-V/def2-TZVPD

```
74
Properties=species:S:1:pos:R:3:mulliken_charge:R:1
Co 2.49567 2.55316 -0.59785 0.31
C -8.51784 -4.99274 2.45345 -0.84
O -8.07653 -4.65608 1.14556 -0.46
C -6.97966 -3.88262 1.02726 0.94
C -6.58610 -3.57912 -0.27783 -0.76
C -5.47688 -2.79544 -0.49948 -0.50
C -4.72824 -2.29370 0.56873 0.23
C -5.12982 -2.59869 1.86387 -0.77
C -6.24427 -3.38549 2.10176 -0.46
C -3.54393 -1.45995 0.36836 0.31
N -2.86375 -0.86057 1.32125 -0.86
C -1.85117 -0.20220 0.68225 0.82
C -1.90802 -0.40105 -0.67825 0.05
N -3.00198 -1.20925 -0.86701 -0.13
C -0.96586 0.15242 -1.59531 1.22
C -0.93897 -0.04475 -2.98741 -1.03
C 0.06068 0.52620 -3.72900 -0.97
C 1.02273 1.31366 -3.08758 -0.74
N 0.99793 1.54309 -1.78977 0.77
C 0.04144 0.95546 -1.03748 -0.79
C 0.12338 1.16371 0.39566 1.21
N 1.16438 1.89920 0.85004 -0.57
C 1.30450 2.08189 2.15157 -0.32
C 0.40599 1.55667 3.08375 -0.87
C -0.65549 0.80947 2.64117 -0.72
C -0.81117 0.59057 1.26511 0.35
H -9.39934 -5.61178 2.32195 0.24
H -8.78396 -4.09841 3.02074 0.35
H -7.75407 -5.55705 2.99246 0.35
H -7.17329 -3.96902 -1.09804 0.43
H -5.20960 -2.56900 -1.52517 0.26
H -4.55259 -2.20832 2.69109 0.46
H -6.53004 -3.60463 3.11959 0.40
H -3.33103 -1.58421 -1.73867 0.19
H -1.68970 -0.65835 -3.46976 0.46
H 0.12646 0.36611 -4.79543 0.51
H 1.83939 1.75276 -3.64485 0.47
H 2.16836 2.65520 2.46485 0.52
H 0.56491 1.73715 4.13713 0.46
H -1.37105 0.37451 3.32660 0.59
C 1.21069 6.39748 -2.75792 -1.08
S 0.97399 4.66105 -2.44831 0.48
C -0.55654 4.75972 -1.52948 -0.74
O 2.04655 4.34789 -1.41085 -0.81
H 1.20575 6.93312 -1.81012 0.34
H 0.41480 6.74081 -3.41778 0.42
H 2.17527 6.50241 -3.24985 0.40
H -1.33835 5.14219 -2.18470 0.49
H -0.40313 5.41723 -0.67419 0.36
H -0.80636 3.75242 -1.20086 0.02
N 3.42579 -4.17266 2.45529 -0.55
C 3.65422 -3.28061 1.42295 1.05
C 2.58099 -2.74836 0.69728 -0.92
C 2.80347 -1.82336 -0.30106 -0.26
C 4.10180 -1.41307 -0.58671 -0.27
C 5.17670 -1.93631 0.11867 -0.48
C 4.95192 -2.86459 1.11845 -0.72
S 4.36046 -0.16589 -1.79244 0.97
O 3.36424 -0.32686 -2.81622 -0.65
O 5.75559 -0.14620 -2.13173 -0.72
N 3.97501 1.20382 -1.01010 -0.15
C 4.88445 1.95168 -0.33168 0.93
S 6.59967 1.83092 -0.19755 -0.01
C 6.59973 3.25745 0.78682 -0.26
C 5.35034 3.73297 0.93493 -0.79
N 4.36911 2.98863 0.31947 -0.16
H 2.55894 -4.68242 2.42784 0.23
H 4.20937 -4.73472 2.74275 0.23
H 1.57262 -3.07741 0.92024 0.32
H 1.97759 -1.42582 -0.87845 0.57
H 6.18104 -1.62340 -0.13288 0.52
H 5.78786 -3.28000 1.66801 0.30
H 7.51769 3.65679 1.18294 0.43
H 5.07725 4.61627 1.49196 0.42
```

Computed properties:
- total energy (eV) = -121352.48232
- charge = +1
- multiplicity = 4


2.
Molecular formula: C31H28F3N4
Method: DFT, ωB97M-V/def2-TZVPD

```
66
Properties=species:S:1:pos:R:3:mulliken_charge:R:1
N -1.63572 0.79381 -0.23082 -1.01
N -1.05780 0.63968 -1.20887 0.80
N -0.60684 0.56464 -2.36357 -0.50
C 0.64827 -0.16556 -2.49491 3.68
C 1.11874 0.02966 -3.92861 -0.75
C 2.46118 -0.15010 -4.26737 -0.27
C 2.85446 -0.03519 -5.60653 -0.86
C 1.90425 0.24243 -6.59347 -0.45
C 0.56169 0.43470 -6.24447 -0.97
C 0.17668 0.33789 -4.90391 -0.23
C 1.64612 0.33898 -1.46656 -0.52
C 1.65997 1.70577 -1.20144 -0.16
C 2.62279 2.22755 -0.33157 -0.99
C 3.58159 1.38563 0.24390 -0.58
C 3.57766 0.01970 -0.04926 -1.11
C 2.61024 -0.50883 -0.91463 -0.06
C 0.31325 -1.65209 -2.27438 -0.28
C -0.86616 -2.13670 -3.15648 -0.78
C -1.60870 -3.12817 -2.26263 -0.76
C -1.28423 -2.68759 -0.82218 -0.71
N -0.12154 -1.86006 -0.94811 -0.19
H 3.19049 -0.37331 -3.48485 0.38
H 3.90712 -0.17223 -5.86389 0.41
H 2.20841 0.31467 -7.63878 0.39
H -0.19811 0.65509 -6.99521 0.40
H -0.86046 0.50909 -4.60633 0.36
H 0.95746 2.36463 -1.72120 0.50
H 2.61609 3.29847 -0.12713 0.46
H 4.35665 1.80263 0.89081 0.47
H 4.33502 -0.64888 0.36514 0.47
H 2.63393 -1.57193 -1.17501 0.38
H 1.21279 -2.25675 -2.51322 0.32
H -1.50267 -1.26514 -3.35499 0.25
H -0.52210 -2.52596 -4.12064 0.38
H -2.68500 -3.12546 -2.45086 0.41
H -1.22196 -4.13704 -2.44762 0.31
H -2.11920 -2.07640 -0.43457 0.25
H -1.14966 -3.52153 -0.12087 0.41
H 0.48896 -1.71653 -0.15519 0.22
F -6.07593 2.21529 1.93129 -0.25
C -5.10970 3.15819 2.15740 0.80
F -5.06167 3.94885 1.04365 -0.25
F -5.56595 3.95034 3.18340 -0.24
C -3.78147 2.53593 2.47844 0.42
C -2.60282 3.18330 2.10423 -0.74
C -1.39179 2.59419 2.40719 -0.71
C -1.29993 1.33472 3.08775 1.37
C 0.00637 0.83925 3.35872 -0.36
C 0.46306 -0.27010 4.12165 1.04
C 1.88495 -0.46299 4.20356 -0.39
C 2.44042 -1.52395 4.90280 -0.73
C 1.60797 -2.45737 5.54272 -0.29
C 0.21738 -2.29270 5.49444 -0.91
C -0.34902 -1.20425 4.83462 -0.15
C -2.53659 0.70622 3.42083 -0.22
C -3.75117 1.31667 3.14766 -1.16
H -2.64324 4.13461 1.57593 0.46
H -0.46570 3.09272 2.11533 0.36
H 0.80887 1.45538 2.94741 0.24
H 2.52933 0.26038 3.69887 0.38
H 3.52553 -1.63436 4.95237 0.40
H 2.04455 -3.30004 6.07847 0.41
H -0.43117 -3.02141 5.98805 0.41
H -1.42403 -1.06988 4.88597 0.34
H -2.55525 -0.27572 3.87885 0.27
H -4.68666 0.83715 3.43865 0.45
```

Computed properties:
- total energy (eV) = -46705.55616
- charge = +1


3.
Molecular formula: C31H28FO9S3
Method: DFT, ωB97M-V/def2-TZVPD

```
72
Properties=species:S:1:pos:R:3:mulliken_charge:R:1
C 1.97035 1.79815 -4.08247 -1.00
C 1.50832 0.36607 -4.15441 -0.30
O 0.26777 0.33146 -3.40406 -0.10
C -0.47121 -0.79881 -3.51159 0.52
C -1.68850 -0.63255 -2.67758 -0.08
F -2.53063 -1.66581 -2.76366 -0.35
S -2.62846 0.96843 -2.85081 1.43
C -4.36288 0.60405 -3.23989 -0.02
C -4.84173 1.09416 -4.45600 -0.46
C -6.13593 0.78727 -4.87632 -0.49
C -6.96232 -0.00659 -4.07808 -0.37
C -6.49141 -0.46862 -2.84349 -0.60
C -5.19097 -0.16753 -2.41661 -0.28
O -2.55349 1.63485 -1.56145 -0.70
O -2.16333 1.63593 -4.04862 -0.75
O -0.18963 -1.79105 -4.16479 -0.71
H 3.01790 1.88775 -4.37115 0.38
H 1.37822 2.40424 -4.77278 0.35
H 1.84002 2.19311 -3.07288 0.07
H 1.32072 0.06301 -5.19313 0.48
H 2.22821 -0.31234 -3.67809 0.17
H -4.19120 1.69652 -5.08483 0.43
H -6.48001 1.18213 -5.83029 0.35
H -7.97236 -0.25662 -4.41395 0.34
H -7.14448 -1.06308 -2.20434 0.35
H -4.81966 -0.53075 -1.45920 0.39
C -3.41040 0.40077 6.07550 -0.82
O -3.74138 0.76205 4.71671 -0.43
C -2.73249 0.81199 3.80809 0.81
C -3.10499 0.88152 2.44082 -0.61
C -2.16059 0.67217 1.46634 -0.28
C -0.81101 0.41898 1.79566 0.30
C 0.14689 0.02527 0.78677 -0.53
C 1.40393 -0.41620 1.12929 -0.35
S 2.90434 0.05651 0.26338 1.04
C 3.58229 1.58777 0.94063 0.22
C 3.28566 2.80169 0.30981 -0.22
C 3.92897 3.96995 0.72618 -0.62
C 4.85972 3.92826 1.76974 -0.37
C 5.13002 2.71688 2.41336 -0.66
C 4.48885 1.54427 2.00515 -0.23
O 3.91552 -0.93649 0.57059 -0.62
O 2.51940 0.31937 -1.10649 -0.39
S 1.65771 -1.61280 2.44660 1.38
C 2.47594 -3.01073 1.65585 0.15
C 3.55985 -3.56473 2.32475 -0.28
C 4.20633 -4.66228 1.75805 -0.58
C 3.75441 -5.19932 0.54940 -0.40
C 2.62841 -4.65839 -0.08080 -0.70
C 1.96112 -3.56919 0.48639 -0.40
O 2.61444 -1.00017 3.35260 -0.68
O 0.39624 -2.12461 2.93000 -0.66
C -0.42175 0.59369 3.15014 -0.24
C -1.36128 0.73625 4.15458 -0.65
H -4.37611 0.30369 6.56956 0.24
H -2.85869 -0.54787 6.11767 0.36
H -2.81229 1.18546 6.55487 0.31
H -4.14572 1.06006 2.19402 0.49
H -2.43881 0.68445 0.41646 0.31
H -0.10917 0.11177 -0.27884 0.56
H 2.56909 2.81675 -0.51095 0.26
H 3.70758 4.90919 0.22005 0.39
H 5.37701 4.83862 2.07740 0.36
H 5.85013 2.67127 3.23017 0.36
H 4.69383 0.59765 2.50212 0.40
H 3.89430 -3.11411 3.25846 0.40
H 5.06921 -5.07677 2.27461 0.36
H 4.27289 -6.05126 0.10581 0.36
H 2.26204 -5.07956 -1.01607 0.41
H 1.06546 -3.14407 0.03347 0.51
H 0.63175 0.64821 3.42468 0.39
H -1.04194 0.76063 5.19789 0.32
```

Computed properties:
- total energy (eV) = -86248.90930
- charge = -1